Entry 1:
# C6H14N2OS

C6H14N2OS in the gas phase in a non-equilibrium geometry (the ωB97M-V functional and the def2-TZVPD basis, the Open Molecules 2025 dataset).

Structure (XYZ):
```
24
Properties=species:S:1:pos:R:3:forces:R:3:mulliken_charge:R:1
C -3.093688 0.032381 1.546541 -3.4 -3.1 0.9 -1.06
C -1.584383 0.133957 1.304547 -0.3 -0.3 3.4 -0.51
C -0.967181 0.899257 0.165878 -2.5 -1.6 -1.4 0.18
C -1.417962 2.386973 0.204714 4.5 -0.5 0.7 -0.94
O -0.693378 3.107274 -0.750365 1.4 -2.1 -1.2 -0.54
N 0.420959 0.502739 0.075276 2.2 6.3 0.3 -0.29
C 1.054882 -0.603821 -0.221868 1.2 -4.8 -2.1 0.30
S 0.335733 -2.181747 -0.960253 0.8 3.1 1.8 -0.39
N 2.433256 -0.627370 -0.139698 0.9 1.8 1.0 -0.33
C 3.382702 -1.757398 -0.430126 0.5 1.0 0.7 -0.81
H -3.676782 -0.949343 0.945101 2.1 2.8 1.3 0.23
H -3.399404 -0.323850 2.694880 1.1 1.4 -2.9 0.26
H -3.733422 0.872639 1.245163 0.4 0.0 0.4 0.28
H -1.027881 0.176372 2.386442 -1.0 0.9 -2.7 0.32
H -1.389760 -0.851783 1.091702 1.0 -2.5 -0.7 0.31
H -1.220867 0.491615 -0.813913 -1.7 -0.1 0.0 0.36
H -1.190452 2.679555 1.201146 0.7 0.8 1.2 0.42
H -2.393444 2.635492 0.125980 -3.6 -0.6 -0.7 0.52
H -0.726764 4.034768 -0.799418 -0.6 1.6 0.6 0.30
H 0.860021 1.441741 -0.251031 0.2 -2.2 1.0 0.26
H 2.980024 0.261996 0.090499 -1.6 -1.6 -0.2 0.29
H 3.120316 -2.043704 -1.424939 0.6 -0.4 -0.9 0.34
H 4.497130 -1.387032 -0.279529 -2.5 -0.5 -0.6 0.24
H 3.250866 -2.664375 0.187732 -0.3 0.7 0.1 0.28
```
Positions in Å, forces in eV/Å.

As for the HOMO energy: -7.73 eV. The value obtained for the total energy is -819.8154 hartree. As for the LUMO energy: 0.456 eV. The orbital gap comes out at 8.184 eV. The calculation puts the strongest force on any atom at 0.1292 Eh/bohr. As for the charge: 0. The calculation puts the energy above the lowest of the compared OMol25 structures with the same formula, charge and spin at 92.48 kcal per mole.

=====

Entry 2:
# C38H68N4O18S6

A 10-piece molecular cluster, C38H68N4O18S6 overall in a non-equilibrium geometry (the ωB97M-V functional and the def2-TZVPD basis, the Open Molecules 2025 dataset).

Structure (XYZ):
```
134
Properties=species:S:1:pos:R:3:forces:R:3:mulliken_charge:R:1
C -2.065056 -5.970403 -3.475587 0.1 -1.2 1.0 -1.57
C -2.202982 -4.489134 -3.233501 0.3 0.3 -1.2 0.68
O -2.234730 -4.224917 -1.834735 -0.4 1.2 1.5 -0.21
S -2.758449 -2.757481 -1.294562 1.1 -0.6 0.5 0.85
C -4.508721 -2.986055 -1.491369 0.3 0.5 -0.2 -1.19
O -2.429153 -2.734899 0.123433 -0.4 0.0 -2.0 -0.66
O -2.269211 -1.702576 -2.172722 -0.6 -1.2 0.9 -0.03
H -2.887316 -6.537444 -3.033767 -0.2 0.2 0.0 0.37
H -1.180783 -6.372320 -2.974927 0.1 0.3 0.1 0.30
H -1.969489 -6.336782 -4.496824 -0.1 0.8 -0.3 0.41
H -1.340874 -3.961542 -3.643226 -0.2 0.1 -0.2 -0.31
H -3.117948 -4.105835 -3.690523 0.1 0.0 -0.1 0.34
H -5.026765 -2.103574 -1.117758 0.1 0.0 0.2 0.39
H -4.768529 -3.888488 -0.944098 -0.1 0.1 -0.1 0.41
H -4.701646 -3.037101 -2.562127 -0.1 -0.3 0.1 0.33
C -1.512808 -0.194078 2.744921 0.5 0.5 1.2 -1.63
C -1.614387 0.482905 1.405585 -0.3 -0.2 0.1 1.82
O -0.304145 1.023340 1.151938 0.3 1.3 -0.4 -0.26
S 0.018345 1.599163 -0.320954 0.3 -0.6 0.2 1.13
C 0.603822 0.028032 -0.953770 -0.5 0.6 -0.6 0.69
O -1.221569 1.960308 -0.993374 1.4 0.0 0.8 -0.45
O 1.136895 2.527670 -0.186483 -1.7 -1.0 -0.1 -0.63
H -1.359358 0.588509 3.494491 -0.2 0.2 0.0 0.10
H -0.601771 -0.774916 2.895773 -0.2 -0.5 -0.6 0.44
H -2.400484 -0.723611 3.086690 0.0 -0.2 -0.4 0.44
H -1.883262 -0.180626 0.582474 -0.1 -0.1 0.1 -0.43
H -2.329088 1.303371 1.478118 0.0 0.0 -0.3 -0.51
H -0.286475 -0.580462 -1.116608 0.0 0.0 0.2 -0.43
H 1.259761 -0.409547 -0.205620 0.2 0.2 -0.2 -0.06
H 1.027823 0.204621 -1.942257 0.3 0.0 0.1 -0.19
C 3.719142 1.236871 -2.839766 0.3 -0.8 -0.6 -0.76
C 4.133464 0.551916 -4.177286 -0.6 1.6 0.2 -0.48
O 4.684648 -0.723726 -3.948023 0.8 -2.1 -0.6 -0.11
S 5.258697 -1.579368 -5.237739 0.6 -0.4 0.4 1.10
C 6.017033 -2.997076 -4.315124 -1.6 1.0 -1.3 -0.88
O 4.146534 -2.027263 -6.066111 1.2 0.6 1.1 -0.60
O 6.378547 -0.883692 -5.836397 -1.2 -0.1 0.3 -0.64
H 4.604002 1.723282 -2.431834 -0.2 0.2 0.1 0.50
H 3.353994 0.546838 -2.077799 0.1 -0.3 -0.2 -0.09
H 2.897172 1.923995 -3.035075 0.2 0.3 0.0 0.31
H 3.281305 0.488892 -4.855908 0.0 -0.1 0.0 0.35
H 4.901188 1.186317 -4.625126 -0.1 -0.1 -0.2 0.40
H 6.764887 -2.583753 -3.646791 -0.2 -0.2 0.2 0.32
H 6.426686 -3.621667 -5.107371 0.3 0.2 0.0 0.40
H 5.162857 -3.540468 -3.915050 0.3 0.1 0.6 0.23
C 1.467338 -2.912584 -3.096744 0.4 -0.2 -1.5 -0.30
C 1.277355 -2.317070 -4.512132 1.3 -1.0 0.8 -0.23
O -0.045757 -1.861286 -4.749294 -0.2 1.8 0.0 -0.17
S -0.133460 -0.308648 -5.263419 -0.7 -0.7 -0.9 1.06
C -1.909982 -0.152498 -4.998982 1.4 0.6 0.1 -0.48
O 0.595660 0.577084 -4.385293 -0.3 -0.7 -0.2 -0.50
O 0.170316 -0.277269 -6.678019 -0.1 0.0 1.2 -0.64
H 2.461191 -3.366537 -3.132298 0.1 0.0 0.1 0.36
H 0.797919 -3.764930 -2.985574 -0.3 0.3 0.6 0.27
H 1.499211 -2.175433 -2.297989 -0.5 -0.1 0.0 -0.29
H 2.055470 -1.568192 -4.661363 -0.4 0.3 -0.2 0.00
H 1.476569 -3.089754 -5.255990 0.0 0.0 0.0 0.30
H -2.416887 -0.862175 -5.646576 0.0 0.0 0.2 0.39
H -2.125658 0.882611 -5.261599 -0.2 -0.1 -0.1 0.47
H -2.024706 -0.286456 -3.927613 -0.4 -0.2 -0.1 -0.29
C 7.022038 0.258487 4.454535 0.6 0.6 0.3 -1.34
C 6.552124 1.128059 3.291952 0.4 0.2 0.9 -0.31
O 5.224545 0.719492 2.924295 -0.6 -0.6 -1.7 -0.11
S 4.749312 0.799565 1.343274 1.1 1.0 1.2 1.01
C 4.396736 2.561231 1.316167 0.0 -0.1 -0.5 -0.95
O 5.921327 0.523111 0.535713 -1.4 0.0 0.4 -0.66
O 3.514960 0.066744 1.232002 1.1 0.3 0.1 -0.43
H 7.928417 0.736717 4.836552 0.2 -0.1 -0.1 0.42
H 7.286217 -0.768083 4.206494 -0.2 0.0 -0.3 0.30
H 6.374186 0.255282 5.331246 -0.5 0.0 -0.3 0.34
H 6.515724 2.175061 3.604796 -0.4 0.0 0.3 0.31
H 7.302144 1.167783 2.501207 -0.4 -0.7 -0.5 0.42
H 4.067710 2.829421 0.312445 -0.2 -0.1 0.0 0.31
H 5.297139 3.136078 1.527989 0.1 -0.3 0.1 0.41
H 3.629227 2.800427 2.048879 -0.1 -0.3 -0.1 0.31
C -5.920381 5.088690 0.626194 0.1 -0.4 0.3 -1.03
C -4.597025 5.789784 0.354202 -1.0 0.8 -0.7 -0.17
O -3.825775 6.107952 1.546445 0.8 -1.0 0.3 -0.42
S -2.514583 5.222984 1.844052 -0.1 -0.7 -0.4 1.05
C -1.311781 5.932342 0.684651 -0.8 -0.3 0.0 -0.94
O -2.082724 5.543611 3.190053 -0.7 -0.4 -1.4 -0.67
O -2.810215 3.837184 1.446294 0.6 2.0 0.7 -0.27
H -6.570912 5.621033 1.319854 0.3 0.0 0.2 0.36
H -5.731478 4.074570 0.981660 0.0 0.1 0.3 0.13
H -6.523884 4.949782 -0.271476 0.4 0.2 -0.3 0.35
H -4.070630 5.245100 -0.429968 0.5 -0.1 0.4 0.19
H -4.772394 6.791318 -0.040813 -0.2 -0.1 -0.2 0.43
H -1.227477 7.007821 0.828408 0.1 -0.1 0.5 0.42
H -1.686162 5.816606 -0.332453 0.0 -0.4 0.1 0.28
H -0.384186 5.380723 0.821329 0.0 0.1 0.0 0.28
C 2.160997 -3.661299 0.340575 0.9 0.0 0.0 0.10
C 1.090051 -4.534407 0.247699 0.4 0.0 0.0 -0.28
C 1.356251 -5.892595 0.332302 0.4 -0.3 -0.7 -0.39
N 2.581686 -6.423317 0.492403 -0.7 0.5 0.6 -0.60
C 3.583183 -5.556037 0.644785 0.1 0.0 -0.9 -0.37
C 3.459292 -4.179085 0.471127 -0.8 -0.3 0.4 -0.68
H 2.005651 -2.590547 0.330017 0.0 0.0 -0.2 0.45
H 0.095621 -4.167326 0.034226 -0.1 -0.1 0.3 0.51
H 0.550769 -6.592625 0.149265 0.0 -0.2 0.2 0.40
H 4.558611 -5.999332 0.802289 0.1 0.0 0.0 0.37
H 4.356215 -3.577292 0.443289 -0.1 0.3 0.2 0.46
C 0.924055 0.405887 5.692043 0.6 1.0 0.4 -0.38
C 1.120813 0.174965 7.040572 0.4 -0.7 0.2 -0.45
C 2.277069 -0.496156 7.436846 0.5 0.1 -0.6 -0.25
N 3.267435 -0.891447 6.599020 -0.7 1.1 -0.1 -0.57
C 3.162862 -0.430495 5.328762 -0.9 -0.8 1.1 -0.51
C 2.014971 0.213531 4.860197 0.5 0.0 -0.4 -0.13
H 0.037609 0.942658 5.382802 0.0 -0.1 -0.3 0.48
H 0.423272 0.517074 7.792123 -0.2 -0.2 0.0 0.39
H 2.432808 -0.654170 8.495956 0.1 -0.3 0.0 0.35
H 3.972481 -0.679651 4.657959 0.1 0.2 0.0 0.62
H 2.045040 0.620593 3.857585 -0.3 -0.3 -0.2 0.44
C -3.689326 2.605133 6.227708 0.1 -0.5 0.0 -0.61
C -4.498937 1.621214 6.796457 0.2 0.0 0.0 -0.30
C -5.223405 0.755367 5.972954 0.4 1.0 -0.4 -0.33
N -5.172645 0.858692 4.639481 0.1 0.2 0.0 -0.54
C -4.388213 1.814022 4.115565 0.6 -0.8 0.0 -0.44
C -3.582251 2.669255 4.848256 -0.7 0.2 0.3 -0.20
H -3.087207 3.263190 6.839495 -0.1 0.0 0.2 0.43
H -4.521698 1.520442 7.872971 -0.2 -0.1 0.0 0.37
H -5.886945 0.003714 6.377752 0.1 -0.1 0.1 0.39
H -4.237257 1.812230 3.042611 -0.5 0.0 -0.2 0.81
H -2.979508 3.413086 4.348459 0.1 0.0 0.0 0.39
C -4.780661 0.556239 -3.140900 0.2 0.3 -0.4 -0.18
C -5.497726 1.439610 -3.945558 0.3 -0.1 1.3 -0.52
C -5.654704 2.742120 -3.457391 0.9 0.0 -1.0 -0.50
N -5.114383 3.214005 -2.337968 0.7 -1.1 1.1 -0.30
C -4.375310 2.335276 -1.577158 -1.1 0.2 -1.6 -0.41
C -4.140277 1.020560 -1.989321 -1.0 0.4 0.5 0.25
H -4.715336 -0.470533 -3.477408 0.3 -0.1 0.2 0.33
H -5.929270 1.086628 -4.870556 -0.2 0.2 0.0 0.42
H -6.095693 3.464122 -4.134629 -0.4 0.2 0.3 0.33
H -4.001285 2.683798 -0.624478 0.2 0.2 -0.1 0.61
H -3.603352 0.379974 -1.304474 0.2 -0.1 -0.3 -0.06
```
Positions in Å, forces in eV/Å.

As for the HOMO energy: -9.38 eV. The value obtained for the total energy is -5451.0831 hartree. As for the LUMO energy: -0.018 eV. The orbital gap comes out at 9.364 eV. The calculation puts the strongest force on any atom at 0.0448 Eh/bohr. As for the charge: 0. The calculation puts the energy above the lowest of the compared OMol25 structures with the same formula, charge and spin at 0.00 kcal per mole.

=====

Entry 3:
# C11H16NOP

C11H16NOP in the gas phase in a non-equilibrium geometry (the ωB97M-V functional and the def2-TZVPD basis, the Open Molecules 2025 dataset).

Structure (XYZ):
```
30
Properties=species:S:1:pos:R:3:forces:R:3:mulliken_charge:R:1
C 0.504532 1.267547 2.796179 -0.3 1.7 -1.2 -1.39
P 0.684356 1.841410 1.072006 -2.0 0.3 1.0 1.29
C -0.856878 2.750227 0.621834 0.7 1.1 1.6 -1.38
O 1.845841 2.705224 0.991604 2.5 1.7 -0.6 -0.90
C 0.806485 0.442381 0.034782 -3.9 -4.4 -1.4 -0.42
C 1.993367 -0.074111 -0.463609 -0.9 0.5 -0.1 0.93
N 3.179171 0.466912 -0.188268 1.3 0.6 0.6 -0.36
C 2.040029 -1.115698 -1.407162 2.0 -0.3 -0.8 -0.45
C 1.009988 -1.869397 -1.802121 -0.1 0.8 -0.3 -1.15
C -0.212318 -1.552644 -1.247002 -2.7 -0.3 0.7 0.43
C -0.445458 -0.550935 -0.346997 4.1 2.6 0.4 0.40
C -1.903614 -0.467709 -0.077507 -0.3 -1.8 3.7 -0.73
C -2.409216 -1.905048 -0.346248 -0.8 -1.2 -0.8 -0.79
C -1.556779 -2.229319 -1.595772 1.0 0.4 1.5 -0.95
H 1.423936 1.357997 3.309702 1.1 0.0 0.3 0.36
H -0.236239 1.800249 3.352644 -0.6 0.3 0.2 0.41
H 0.247209 0.292309 2.619607 -0.8 -2.8 0.4 0.44
H -1.368866 2.368299 -0.195395 -0.4 -0.6 -2.2 0.46
H -1.620244 2.602058 1.372649 0.0 0.2 0.8 0.37
H -0.652807 3.861124 0.521334 -0.1 -1.4 0.1 0.35
H 4.008993 0.062666 -0.577206 0.0 0.2 -0.1 0.18
H 3.188704 1.397944 0.172073 0.2 0.5 0.4 0.25
H 3.019291 -1.179023 -1.912273 -0.5 -0.4 0.3 0.20
H 1.076226 -2.511784 -2.649828 0.2 -0.7 -0.3 0.44
H -2.259311 -0.179088 0.930281 0.7 0.2 -0.2 0.30
H -2.330904 0.226296 -0.704365 -1.3 1.4 -1.8 0.37
H -3.502215 -1.994854 -0.509139 0.4 0.7 -0.4 0.32
H -2.338348 -2.763884 0.415727 0.9 1.8 -0.5 0.29
H -1.958728 -1.784717 -2.484849 -0.4 0.1 -0.6 0.31
H -1.376203 -3.264431 -1.702680 -0.2 -1.3 -0.5 0.44
```
Positions in Å, forces in eV/Å.

As for the HOMO energy: -7.89 eV. The value obtained for the total energy is -900.0888 hartree. As for the LUMO energy: 0.713 eV. The orbital gap comes out at 8.600 eV. The calculation puts the strongest force on any atom at 0.1172 Eh/bohr. As for the charge: 0. The calculation puts the energy above the lowest of the compared OMol25 structures with the same formula, charge and spin at 7.92 kcal per mole.